A structure of composition C38H46IrN3O2P2 at a distorted geometry. Source: OMol25; level of theory: ωB97M-V/def2-TZVPD.

The geometry in ORCA input format:
```
! wB97M-V def2-TZVPD RIJCOSX def2/J DEFGRID3
* xyz 1 2
Ir 0.26 -0.20 -0.43
O 0.37 0.28 1.54
C 0.08 -0.58 2.49
C 0.81 -0.58 3.68
C 0.45 -1.43 4.71
C -0.66 -2.28 4.60
C -1.41 -2.27 3.44
C -1.05 -1.45 2.37
C -1.84 -1.52 1.17
N -1.50 -1.05 0.01
N -2.37 -1.34 -1.04
C -1.82 -0.99 -2.17
O -0.67 -0.39 -2.27
C -2.53 -1.29 -3.44
C -2.34 -0.48 -4.55
C -2.99 -0.77 -5.74
C -3.83 -1.88 -5.81
C -4.02 -2.69 -4.70
C -3.37 -2.39 -3.51
H 1.65 0.09 3.77
H 1.02 -1.43 5.62
H -0.93 -2.93 5.42
H -2.28 -2.92 3.35
H -2.78 -2.06 1.19
H -1.68 0.38 -4.50
H -2.85 -0.14 -6.60
H -4.33 -2.11 -6.74
H -4.67 -3.55 -4.76
H -3.52 -3.01 -2.64
C -0.15 3.93 -3.12
C -0.05 2.44 -2.76
C 0.93 1.73 -3.69
P 0.38 2.09 -1.00
C -0.70 3.12 0.08
C -1.99 2.37 0.43
C 0.05 3.57 1.33
C 2.12 2.48 -0.81
C 2.68 3.73 -1.09
C 4.04 3.91 -1.03
C 4.85 2.82 -0.72
C 4.32 1.58 -0.43
C 2.93 1.39 -0.43
N 2.31 0.19 -0.13
C 2.93 -0.77 0.67
C 3.80 -0.49 1.73
C 4.31 -1.52 2.49
C 3.97 -2.85 2.24
C 3.10 -3.14 1.21
C 2.59 -2.11 0.42
P 1.43 -2.18 -0.94
C 0.62 -3.82 -1.11
C -0.09 -4.28 0.16
C 1.57 -4.90 -1.62
C 2.38 -1.85 -2.50
C 1.53 -2.12 -3.74
C 3.75 -2.52 -2.57
H -0.61 4.01 -4.10
H 0.84 4.38 -3.20
H -0.74 4.52 -2.43
H -1.04 1.98 -2.88
H 1.93 2.17 -3.61
H 0.59 1.85 -4.72
H 0.99 0.67 -3.48
H -0.98 3.98 -0.53
H -1.78 1.53 1.10
H -2.51 1.99 -0.45
H -2.67 3.05 0.94
H 0.43 2.71 1.88
H -0.64 4.11 1.98
H 0.88 4.23 1.10
H 2.03 4.56 -1.35
H 4.48 4.88 -1.24
H 5.93 2.94 -0.70
H 4.98 0.76 -0.21
H 4.05 0.54 1.96
H 4.98 -1.29 3.31
H 4.38 -3.64 2.85
H 2.82 -4.17 1.02
H -0.14 -3.64 -1.88
H 0.61 -4.53 0.95
H -0.66 -5.18 -0.08
H -0.78 -3.54 0.54
H 1.05 -5.86 -1.58
H 2.47 -4.99 -1.01
H 1.88 -4.74 -2.65
H 2.56 -0.77 -2.43
H 1.43 -3.18 -3.94
H 2.01 -1.67 -4.62
H 0.53 -1.69 -3.67
H 3.68 -3.60 -2.75
H 4.32 -2.37 -1.66
H 4.31 -2.09 -3.39
*
```

Output
E   -2577.2641 a.u.
Kohn-Sham gap (alpha / beta)   6.93 / 4.90 eV
Expectation value of S²   0.7598
Largest force on an atom   1.2 eV/A
HOMO energy (alpha / beta)   -9.82 / -9.84 eV